7 unconnected molecules or ions with the total composition C25H65N3O7, computed with ωB97M-V with the def2-TZVPD basis set.

Each atom is followed by the atoms it is bonded to, with distances in Å.
Positions of all 100 atoms, in Å:
1 O -23.20064 13.79127 -23.64395  C32 1.403, H78 0.960
2 O -18.59643 9.66830 -13.15259  C34 1.408, H47 0.960
3 O -23.50976 12.61463 -16.88703  C21 1.419, H71 0.960
4 O -25.60049 6.06798 -18.06084  C11 1.461, C22 1.398
5 O -22.60414 2.74766 -10.90588  C26 1.354, H62 0.960
6 O -14.66659 3.97778 -19.78002  N10 1.339, H97 0.960
7 O -36.73932 3.50934 -20.98810  C12 1.439, C23 1.368
8 N -22.40519 5.35400 -16.30891  C28 1.420, H43 1.010, H92 1.010
9 N -34.03597 5.88998 -20.22223  C29 1.456, H42 1.010, H100 1.010
10 N -14.75908 4.91669 -20.73056  O6 1.339, C15 1.473, C35 1.537
11 C -25.22541 6.90577 -19.19719  O4 1.461, H38 1.090, H79 1.090, H91 1.090
12 C -36.17424 4.77222 -20.59359  O7 1.439, C29 1.572, H75 1.090, H89 1.090
13 C -15.55725 6.85203 -19.20456  C35 1.628, H65 1.090, H73 1.090, H85 1.090
14 C -23.36563 4.04489 -18.03608  C28 1.556, H48 1.090, H72 1.090, H93 1.090
15 C -15.80453 4.70190 -21.74624  N10 1.473, C19 1.590, C27 1.558, C31 1.550
16 C -24.18397 1.09337 -11.02916  C26 1.566, H52 1.090, H57 1.090, H88 1.090
17 C -25.63254 13.09489 -16.21673  C21 1.458, H51 1.090, H54 1.090, H80 1.090
18 C -17.37231 9.66494 -11.16818  C34 1.517, H44 1.090, H60 1.090, H94 1.090
19 C -15.75495 3.21546 -22.30782  C15 1.590, H53 1.090, H70 1.090, H90 1.090
20 C -13.02039 6.34501 -19.59608  C35 1.542, H37 1.090, H61 1.090, H63 1.090
21 C -24.27001 12.91914 -15.72872  O3 1.419, C17 1.458, H82 1.090, H95 1.090
22 C -24.66833 6.03280 -17.01895  O4 1.398, C28 1.578, H50 1.090, H67 1.090
23 C -38.09223 3.58337 -20.80281  O7 1.368, H40 1.090, H41 1.090, H76 1.090
24 C -34.13766 3.56634 -19.26571  C29 1.651, H39 1.090, H59 1.090, H74 1.090
25 C -22.25555 11.79070 -24.52969  C32 1.563, H64 1.090, H96 1.090, H99 1.090
26 C -22.69579 1.46884 -11.34155  O5 1.354, C16 1.566, H36 1.090, H87 1.090
27 C -15.48977 5.69253 -22.90676  C15 1.558, C30 1.492, H55 1.090, H77 1.090
28 C -23.25269 5.47850 -17.44155  N8 1.420, C14 1.556, C22 1.578, H49 1.090
29 C -34.61824 4.57998 -20.47700  N9 1.456, C12 1.572, C24 1.651, H83 1.090
30 C -15.27923 7.11112 -22.49595  C27 1.492, C33 1.518, H45 1.090, H68 1.090
31 C -17.24623 4.91279 -21.21864  C15 1.550, H66 1.090, H81 1.090, H84 1.090
32 C -23.46087 12.41745 -23.75648  O1 1.403, C25 1.563, H46 1.090, H58 1.090
33 C -14.11568 7.15428 -21.52139  C30 1.518, C35 1.546, H56 1.090, H98 1.090
34 C -17.82501 10.51787 -12.33757  O2 1.408, C18 1.517, H69 1.090, H86 1.090
35 C -14.41862 6.33466 -20.24640  N10 1.537, C13 1.628, C20 1.542, C33 1.546
36 H -22.07816 0.81533 -10.72548  C26 1.090
37 H -13.08495 5.59814 -18.80481  C20 1.090
38 H -24.40433 7.51799 -18.82422  C11 1.090
39 H -34.23940 2.49907 -19.46239  C24 1.090
40 H -38.58861 2.81514 -21.39571  C23 1.090
41 H -38.58327 4.47186 -21.19976  C23 1.090
42 H -33.06028 5.70218 -20.04104  N9 1.010
43 H -21.87101 6.18533 -16.10000  N8 1.010
44 H -16.68207 8.90839 -11.54139  C18 1.090
45 H -16.14441 7.69561 -22.18301  C30 1.090
46 H -23.49970 11.95884 -22.76841  C32 1.090
47 H -19.09455 10.24365 -13.73778  O2 0.960
48 H -24.04156 3.46836 -17.40456  C14 1.090
49 H -22.85613 6.21652 -18.13880  C28 1.090
50 H -25.05705 5.52109 -16.13852  C22 1.090
51 H -26.24547 13.58497 -15.46027  C17 1.090
52 H -24.22453 0.13475 -10.51196  C16 1.090
53 H -16.51240 3.19136 -23.09127  C19 1.090
54 H -26.11068 12.14183 -16.44295  C17 1.090
55 H -14.50520 5.39001 -23.26341  C27 1.090
56 H -13.13930 6.97316 -21.97081  C33 1.090
57 H -24.62066 1.80421 -10.32764  C16 1.090
58 H -24.44233 12.27294 -24.20808  C32 1.090
59 H -34.75113 3.55266 -18.36484  C24 1.090
60 H -16.98542 10.22535 -10.31708  C18 1.090
61 H -12.91556 7.28657 -19.05703  C20 1.090
62 H -22.65771 3.33162 -11.66596  O5 0.960
63 H -12.14406 6.10403 -20.19781  C20 1.090
64 H -22.03638 10.78455 -24.17228  C25 1.090
65 H -16.16141 7.60950 -19.70390  C13 1.090
66 H -17.22507 4.36561 -20.27618  C31 1.090
67 H -24.44281 7.02039 -16.61658  C22 1.090
68 H -15.05939 7.80568 -23.30673  C30 1.090
69 H -18.38337 11.37792 -11.96792  C34 1.090
70 H -14.87438 2.95924 -22.89691  C19 1.090
71 H -23.26245 13.49661 -17.17435  O3 0.960
72 H -22.38593 3.56906 -18.07927  C14 1.090
73 H -16.22095 6.20386 -18.63231  C13 1.090
74 H -33.08443 3.76202 -19.06439  C24 1.090
75 H -36.51381 5.16439 -19.63495  C12 1.090
76 H -38.26191 3.42316 -19.73809  C23 1.090
77 H -16.17218 5.52998 -23.74103  C27 1.090
78 H -23.06457 13.95183 -24.58059  O1 0.960
79 H -24.81762 6.24883 -19.96546  C11 1.090
80 H -25.72238 13.53950 -17.20787  C17 1.090
81 H -17.98313 4.47560 -21.89239  C31 1.090
82 H -23.70989 13.80739 -15.43654  C21 1.090
83 H -34.40022 4.02701 -21.39068  C29 1.090
84 H -17.41980 5.97518 -21.04740  C31 1.090
85 H -15.17314 7.33990 -18.30872  C13 1.090
86 H -16.93444 11.00761 -12.73147  C34 1.090
87 H -22.40265 1.36505 -12.38625  C26 1.090
88 H -24.84786 1.03631 -11.89175  C16 1.090
89 H -36.30737 5.54658 -21.34907  C12 1.090
90 H -15.97386 2.42672 -21.58805  C19 1.090
91 H -25.99463 7.61013 -19.51387  C11 1.090
92 H -21.81225 4.56302 -16.51601  N8 1.010
93 H -23.71199 4.13485 -19.06567  C14 1.090
94 H -18.29008 9.20746 -10.79868  C18 1.090
95 H -23.98058 12.36343 -14.83681  C21 1.090
96 H -21.38594 12.44699 -24.49552  C25 1.090
97 H -13.84038 3.54049 -19.99853  O6 0.960
98 H -14.07755 8.20090 -21.21935  C33 1.090
99 H -22.60209 11.71717 -25.56051  C25 1.090
100 H -34.41558 6.23453 -19.35201  N9 1.010

For the HOMO-LUMO gap, the calculation gives 8.3 eV. As for the charge: 0. For the highest occupied orbital energy, the calculation gives -8.0 eV. The calculation puts the total energy at -1682.155757 Eh.